Below is one molecule with the formula C5H8O, with properties calculated with the ωB97M-V functional and the def2-TZVPD basis.

The calculation puts the total energy at -7360.40101 eV. The LUMO energy is 1.08 eV. Its HOMO energy is -8.3 eV. The net charge is 0. Its orbital gap is 0.34424 Ha. The SMILES is CC1=CCCO1. The largest force on an atom comes out at 3.416 eV Å⁻¹.

Each line ends with the Löwdin charge.
Element x y z (Å)
1 C -2.0196 -0.8092 0.3736  -0.0126
2 C -0.6047 -0.2506 0.0674  -0.3935
3 C 0.3140 -0.7392 -0.7782  -0.0657
4 C 1.4918 0.2612 -0.7027  -0.1461
5 C 0.9809 1.2372 0.5371  -0.1530
6 H -1.8454 -1.6989 1.0364  0.0839
7 H -2.4500 -1.1987 -0.6391  0.1145
8 H -2.5461 -0.1465 1.0186  0.0542
9 H 0.2475 -1.6198 -1.4328  0.1066
10 H 1.6081 0.8480 -1.6832  0.1067
11 H 2.5163 -0.1333 -0.2456  0.1241
12 H 1.1236 2.3828 0.2803  0.1437
13 H 1.5764 0.9675 1.4231  0.1028
14 O -0.3928 0.8996 0.7451  -0.0658

Cartesian forces (eV/Å) of the 2 atoms listed first:
2.14 -2.22 -1.47
-2.54 -1.53 -0.39

Below is C5H8O as an isolated structure, with properties calculated with the ωB97M-V functional and the def2-TZVPD basis.

The calculation puts the total energy at -7356.75453 eV. The LUMO energy (spin up / spin down) is -0.89 / -0.42 eV. Its HOMO energy (spin up / spin down) is -7.6 / -9.0 eV. The net charge is 0. Its orbital gap (spin up / spin down) is 0.24737 / 0.31669 Ha. The largest force on an atom comes out at 3.276 eV Å⁻¹.

Each line ends with the Löwdin charge.
Element x y z (Å)
1 C 0.5999 -1.6172 0.8050  0.0147
2 C 0.8482 -0.3174 1.1156  -0.0332
3 C -0.2556 -1.2585 -0.4012  -0.1101
4 C 0.2499 0.1829 -0.0877  -0.1635
5 C 0.1784 1.3136 -0.9966  -0.0379
6 O -1.9263 0.3354 1.0608  -0.3035
7 H 0.7427 -2.5151 1.4014  0.1088
8 H 1.2128 0.1181 1.9583  0.0798
9 H -0.2077 -1.5905 -1.4201  0.1036
10 H -1.2744 -1.2814 -0.1214  0.0709
11 H 0.9991 1.3373 -1.7563  0.1167
12 H 0.3489 2.1817 -0.4358  0.0639
13 H -0.8237 1.4306 -1.3627  0.0915
14 H -2.1033 1.0744 1.7556  -0.0016

Cartesian forces (eV/Å) of the 2 atoms listed first:
-0.17 0.31 0.16
-0.54 -1.17 -2.24

Below is one molecule with the formula C5H8O, with properties calculated with the ωB97M-V functional and the def2-TZVPD basis.

The calculation puts the total energy at -7359.37037 eV. The LUMO energy is 0.87 eV. Its HOMO energy is -8.1 eV. The net charge is 0. Its orbital gap is 0.33017 Ha. The SMILES is C=C/C=C(/C)O. The largest force on an atom comes out at 6.405 eV Å⁻¹.

Each line ends with the Löwdin charge.
Element x y z (Å)
1 C 2.4255 0.3619 0.2867  -0.0229
2 C 1.3229 0.9864 0.7221  -0.2051
3 C 0.0590 0.7918 -0.0326  -0.0608
4 C -0.7617 -0.3821 -0.2935  -0.3643
5 O -0.1593 -1.5973 -0.0236  -0.0194
6 C -2.1860 -0.5509 -0.6449  -0.0448
7 H 3.5359 0.8061 0.3863  0.1015
8 H 2.4043 -0.3872 -0.5004  0.0515
9 H 1.3366 1.5844 1.5690  0.0663
10 H -0.6847 1.7259 -0.0869  0.1284
11 H 0.2498 -1.6028 0.8638  0.1150
12 H -2.6707 0.4103 -0.8240  0.0811
13 H -2.7432 -1.0534 0.1478  0.0933
14 H -2.1285 -1.0930 -1.5696  0.0802

Cartesian forces (eV/Å) of the 2 atoms listed first:
2.91 1.50 -0.49
0.07 -2.49 -2.73

Below is C5H8O as an isolated structure, with properties calculated with the ωB97M-V functional and the def2-TZVPD basis.

The calculation puts the total energy at -7357.60147 eV. The LUMO energy is 1.11 eV. Its HOMO energy is -8.5 eV. The net charge is 0. Its orbital gap is 0.35295 Ha. The largest force on an atom comes out at 1.564 eV Å⁻¹.

Each line ends with the Löwdin charge.
Element x y z (Å)
1 C -0.1337 -0.4746 1.6820  -0.0886
2 C -0.0486 -0.8143 0.1612  -0.1991
3 C -0.6999 0.2155 -0.6954  -0.2141
4 C 0.4261 1.2911 -0.6045  -0.1201
5 O 1.0865 0.7521 -1.7709  -0.0464
6 C 0.3415 -0.3809 -1.5297  -0.1643
7 H -0.0069 0.5909 1.9253  0.0720
8 H 0.5162 -1.0432 2.3527  0.0636
9 H -1.1733 -0.7054 1.9828  0.0787
10 H -0.2875 -1.8607 0.0137  0.0995
11 H -1.7602 0.4101 -0.8416  0.1355
12 H 1.0404 0.8370 0.2002  0.1083
13 H 0.2897 2.3736 -0.6195  0.1306
14 H 0.4097 -1.1912 -2.2562  0.1445

Cartesian forces (eV/Å) of the 2 atoms listed first:
0.25 -0.09 -0.13
-0.45 -0.42 -0.13

Below is one molecule with the formula C5H8O, with properties calculated with the ωB97M-V functional and the def2-TZVPD basis.

The calculation puts the total energy at -7358.14346 eV. The LUMO energy is 0.30 eV. Its HOMO energy is -8.4 eV. The net charge is 0. Its orbital gap is 0.32151 Ha. The largest force on an atom comes out at 0.623 eV Å⁻¹.

Each line ends with the Löwdin charge.
Element x y z (Å)
1 C -1.2491 -1.1140 -0.4691  -0.1605
2 C -0.5004 -0.0230 -1.1491  0.0211
3 C -0.1712 1.4243 0.4703  -0.0563
4 C 0.6923 0.4730 -0.4074  -0.3894
5 C 1.5201 -0.4981 0.4058  -0.2413
6 O 2.6878 -0.7172 0.1823  0.0596
7 H -1.1107 -1.3109 0.6046  0.0684
8 H -2.3173 -1.0912 -0.7069  0.0724
9 H -0.8398 -1.9787 -1.0230  0.1072
10 H -1.1084 1.6700 -0.0543  0.0848
11 H -0.4393 0.9471 1.4145  0.0878
12 H 0.3451 2.3634 0.6515  0.0915
13 H 1.3735 1.0413 -1.0474  0.1310
14 H 0.9939 -1.0459 1.2170  0.1235

Cartesian forces (eV/Å) of the 2 atoms listed first:
-0.05 0.06 0.03
0.08 -0.14 0.25

Below is one molecule with the formula C5H8O, with properties calculated with the ωB97M-V functional and the def2-TZVPD basis.

The calculation puts the total energy at -7359.22097 eV. The LUMO energy is 0.90 eV. Its HOMO energy is -8.0 eV. The net charge is 0. Its orbital gap is 0.32663 Ha. The largest force on an atom comes out at 0.907 eV Å⁻¹.

Each line ends with the Löwdin charge.
Element x y z (Å)
1 C -1.0617 0.6277 -0.8557  -0.2152
2 C -0.6915 -0.8199 -0.4139  -0.1819
3 C 0.5384 -0.8824 0.5389  -0.1736
4 C 1.2492 0.4602 0.6613  -0.1580
5 O 0.3103 1.5752 0.8404  -0.1219
6 C -0.7823 1.7657 0.1395  -0.0303
7 H -0.5722 0.9398 -1.8028  0.1175
8 H -2.1342 0.6320 -1.0830  0.0908
9 H -0.5389 -1.4803 -1.2794  0.1050
10 H 1.2673 -1.6389 0.2169  0.1118
11 H 0.1999 -1.1781 1.5380  0.1095
12 H 1.8860 0.6791 -0.2058  0.1270
13 H 1.8732 0.5117 1.5593  0.1218
14 H -1.5435 -1.1918 0.1464  0.0974

Cartesian forces (eV/Å) of the 2 atoms listed first:
0.09 -0.15 0.16
0.56 0.40 0.11

Below is one molecule with the formula C5H8O, with properties calculated with the ωB97M-V functional and the def2-TZVPD basis.

The calculation puts the total energy at -7357.93204 eV. The LUMO energy (spin up / spin down) is 1.09 / 1.01 eV. Its HOMO energy (spin up / spin down) is -7.3 / -6.7 eV. The net charge is 0. Its orbital gap (spin up / spin down) is 0.30795 / 0.28229 Ha. The largest force on an atom comes out at 1.142 eV Å⁻¹.

Each line ends with the Löwdin charge.
Element x y z (Å)
1 C -2.4216 -0.0180 0.6775  -0.0418
2 O -1.2339 0.4245 1.0741  -0.0188
3 C -0.1889 0.3220 0.3463  -0.3324
4 C 1.2413 0.6744 0.5924  -0.0958
5 C 1.5551 -0.2816 -0.6032  -0.1460
6 C 0.0404 -0.5581 -0.8219  -0.1255
7 H -2.6008 -0.0139 -0.3911  0.0598
8 H -3.2029 0.1517 1.3976  0.0476
9 H 1.6816 0.3999 1.5583  0.1104
10 H 1.5024 1.7188 0.3830  0.1066
11 H 2.1297 -1.1638 -0.3179  0.1023
12 H 2.0510 0.1946 -1.4515  0.1009
13 H -0.3133 -1.5872 -0.6223  0.1224
14 H -0.3627 -0.2596 -1.7976  0.1104

Cartesian forces (eV/Å) of the 2 atoms listed first:
-0.59 -0.15 -0.24
-0.21 0.40 0.93

Below is C5H8O as an isolated structure, with properties calculated with the ωB97M-V functional and the def2-TZVPD basis.

The calculation puts the total energy at -7358.34934 eV. The LUMO energy is 0.66 eV. Its HOMO energy is -8.9 eV. The net charge is 0. Its orbital gap is 0.35214 Ha. The largest force on an atom comes out at 0.190 eV Å⁻¹.

Each line ends with the Löwdin charge.
Element x y z (Å)
1 O -1.6455 -1.2814 0.9689  0.0482
2 C -0.4376 -1.1987 0.6106  -0.5126
3 C 0.5534 -0.1414 0.9306  -0.1261
4 C 0.8400 0.7106 -0.3201  -0.2489
5 C -0.4121 1.3735 -0.8917  -0.1041
6 C -0.6525 -2.2495 -0.2482  0.1939
7 H 0.1450 0.4746 1.7406  0.1280
8 H 1.4776 -0.6184 1.2789  0.1252
9 H 1.5778 1.4705 -0.0382  0.1074
10 H 1.3056 0.0763 -1.0844  0.1119
11 H -0.1467 2.0361 -1.7219  0.0732
12 H -0.9255 1.9735 -0.1306  0.0807
13 H -1.1197 0.6262 -1.2696  0.0752
14 H -0.5597 -3.2519 0.1752  0.0481

Cartesian forces (eV/Å) of the 2 atoms listed first:
0.16 0.05 -0.01
-0.12 -0.07 -0.08

Below is one molecule with the formula C5H8O, with properties calculated with the ωB97M-V functional and the def2-TZVPD basis.

The calculation puts the total energy at -7358.18592 eV. The LUMO energy (spin up / spin down) is -0.92 / -1.07 eV. Its HOMO energy (spin up / spin down) is -8.9 / -8.4 eV. The net charge is 0. Its orbital gap (spin up / spin down) is 0.29455 / 0.26941 Ha. The largest force on an atom comes out at 0.390 eV Å⁻¹.

Each line ends with the Löwdin charge.
Element x y z (Å)
1 C -0.0373 0.4982 1.9507  -0.0351
2 C -0.5887 0.4049 0.5193  -0.6419
3 O -0.5057 1.4651 -0.2293  -0.0988
4 C 0.5967 0.2001 -2.1161  0.1127
5 C 0.3817 -0.9125 -1.3452  -0.1393
6 C -0.2670 -0.8852 -0.1107  -0.0047
7 H -0.4036 1.4135 2.4209  0.0784
8 H -0.2908 -0.3668 2.5744  0.0751
9 H 1.0530 0.5656 1.8712  0.0849
10 H -1.6899 0.0239 0.5495  0.2082
11 H -0.0864 1.0343 -2.1105  0.0606
12 H 1.4297 0.2015 -2.8174  0.0732
13 H 0.8986 -1.8401 -1.5891  0.1068
14 H -0.4901 -1.8026 0.4324  0.1198

Cartesian forces (eV/Å) of the 2 atoms listed first:
0.00 0.05 0.09
0.13 -0.30 0.21

Below is one molecule with the formula C5H8O, with properties calculated with the ωB97M-V functional and the def2-TZVPD basis.

The calculation puts the total energy at -7360.35037 eV. The LUMO energy is 1.07 eV. Its HOMO energy is -9.8 eV. The net charge is 0. Its orbital gap is 0.40100 Ha. The SMILES is O[C@H]1C[C@H]2C[C@H]21. The largest force on an atom comes out at 0.311 eV Å⁻¹.

Each line ends with the Löwdin charge.
Element x y z (Å)
1 O -0.8705 1.9310 0.0445  -0.0198
2 C -0.6951 0.6508 0.6065  -0.3405
3 C -1.0331 -0.5744 -0.2878  -0.0907
4 C 0.3783 -1.1031 -0.0513  -0.2139
5 C 1.3797 -0.0992 -0.5297  -0.0865
6 C 0.7262 0.1116 0.7973  -0.1697
7 H -1.0247 1.8171 -0.8993  0.0813
8 H -1.2466 0.6358 1.5527  0.1448
9 H -1.2704 -0.3331 -1.3344  0.1125
10 H -1.8360 -1.1953 0.1165  0.1095
11 H 0.6379 -2.1424 0.1220  0.1293
12 H 1.1401 0.5650 -1.3602  0.1061
13 H 2.4190 -0.4155 -0.4990  0.1056
14 H 1.2952 0.1516 1.7223  0.1321

Cartesian forces (eV/Å) of the 2 atoms listed first:
-0.03 0.07 -0.14
-0.03 -0.23 0.20